# C30H83N7O9

8 unconnected molecules or ions with the total composition C30H83N7O9 at a distorted geometry (ωB97M-V/def2-TZVPD, OMol25).

```
129
Properties=species:S:1:pos:R:3:mulliken_charge:R:1
H -11.43 5.62 -1.41 0.346
H -2.76 9.82 -2.46 0.237
H -8.69 14.76 4.49 0.338
H -6.58 10.98 -4.21 0.340
O -0.91 3.19 -5.92 -0.328
N -2.98 17.30 -5.70 -0.771
C -8.32 13.77 1.90 -0.501
C -11.42 6.15 -2.36 -0.619
H -14.01 7.16 -2.99 0.307
N -9.26 7.43 -2.05 -0.749
H -6.24 17.91 -8.42 0.253
H -0.22 14.84 -14.08 0.292
H -8.29 12.78 1.44 0.275
H -0.98 9.71 -4.45 0.321
C -5.47 18.63 -8.67 -0.722
H -1.82 12.55 -12.98 0.340
C -6.15 10.54 -5.11 -0.609
C -3.32 3.37 -7.50 -1.569
C -9.61 13.89 2.80 0.389
H -6.82 15.65 -0.40 0.270
C -2.39 17.53 -7.03 0.352
C -1.42 13.27 -12.27 -0.720
H 1.09 9.43 -5.77 0.275
H -8.94 13.87 -10.98 0.249
H -3.44 16.41 -5.79 0.232
H -9.18 12.52 -9.94 0.313
H -5.20 8.95 -5.58 0.272
H -2.81 5.82 -8.00 0.282
C -9.45 15.18 -6.12 -1.361
H -1.42 5.22 -5.42 0.327
C -9.17 5.29 -3.13 -1.601
C -1.48 16.31 -7.23 -1.409
H -3.34 2.36 -7.07 0.318
C -2.98 4.50 -6.56 0.450
H -4.01 16.69 -8.20 0.297
C -6.92 14.80 0.27 -0.761
H -5.21 18.38 -9.70 0.302
H -0.84 16.16 -6.36 0.372
H -0.82 11.43 -4.25 0.387
H -8.26 5.56 -3.67 0.407
C -0.51 9.04 -1.69 -1.328
N -10.02 12.61 3.41 -0.667
N 0.07 13.88 -14.23 -0.730
O -4.88 12.57 -5.02 -0.509
H -0.84 4.96 -7.01 0.371
H 2.51 10.39 -5.30 0.241
H -9.30 14.35 -5.43 0.323
H 0.48 3.93 -4.59 0.285
H -6.69 13.97 -0.40 0.298
H 1.04 14.01 -14.52 0.295
H -1.69 18.37 -7.09 0.345
H -4.31 3.42 -7.95 0.485
C -1.49 4.53 -6.25 -0.674
H -13.96 6.16 -1.55 0.316
O -4.46 18.66 -7.76 -0.371
O -12.18 7.32 -2.07 -0.323
H -3.09 17.91 -9.08 0.399
H -11.54 13.59 -5.77 0.272
C 1.42 10.36 -5.32 -0.684
C -10.65 13.94 -8.06 -0.645
H -14.10 7.86 -1.41 0.270
H -6.05 19.56 -8.65 0.288
H -3.77 13.88 -13.07 0.354
H -2.11 15.41 -7.25 0.286
H -3.95 15.39 -12.17 0.236
H -0.41 11.28 -1.81 0.266
N -2.29 10.63 -2.10 -0.632
O -2.04 14.52 -12.21 -0.291
H -11.94 5.55 -3.11 0.354
O -9.53 14.22 -8.95 -0.253
H -0.98 16.36 -8.19 0.381
H -1.41 12.81 -11.28 0.400
N -11.73 14.56 -5.97 -0.744
C -5.43 11.61 -5.88 -0.165
H -9.62 8.32 -2.37 0.280
H 0.92 2.36 -5.21 0.262
H -2.75 3.39 -8.43 0.362
H -2.54 10.61 -1.12 0.251
H 1.97 14.06 -12.45 0.431
H 1.04 13.52 -11.11 0.330
O -8.22 14.79 0.88 -0.318
H -4.69 11.18 -6.55 0.246
H 0.28 12.35 -12.95 0.322
C 0.44 3.30 -5.48 -0.695
H -0.97 8.19 -2.20 0.329
N -3.43 5.75 -7.20 -0.682
C -0.50 10.47 -3.84 -0.661
H -10.45 14.27 2.21 0.223
C -10.76 15.00 -6.92 0.438
H -11.53 14.02 -8.69 0.368
H -4.29 5.50 -7.68 0.279
C -3.47 14.42 -12.17 -0.786
H -9.68 11.97 2.71 0.295
H -10.12 6.91 -3.91 0.117
C -0.02 13.40 -12.91 0.335
C -10.06 6.52 -2.90 0.633
H -3.77 17.93 -5.68 0.343
H -11.05 15.97 -7.33 0.238
H -8.59 15.21 -6.80 0.328
H 0.53 8.76 -1.89 0.334
H -10.58 13.36 -10.55 0.292
H -4.44 12.01 -4.38 0.253
H -9.40 12.52 4.21 0.283
H -9.55 15.95 3.41 0.335
H -10.63 12.96 -7.60 0.278
H 1.05 3.73 -6.28 0.288
H -6.99 10.17 -5.70 0.299
O 0.94 10.38 -3.96 -0.328
C 0.97 14.11 -12.03 -1.429
C -0.85 10.42 -2.32 0.340
H -3.64 4.34 -5.71 0.246
H -9.49 16.08 -5.51 0.374
H -9.73 4.56 -3.72 0.403
H -10.41 15.14 4.59 0.358
H -6.15 15.00 1.02 0.328
H -8.89 4.70 -2.26 0.372
O -5.33 9.44 -4.77 -0.464
H -11.54 15.02 -5.10 0.293
H -0.66 9.02 -0.61 0.380
H -8.37 7.38 -2.53 0.281
C -3.53 17.66 -8.12 -0.569
C -9.58 13.52 -10.17 -0.762
H -6.04 12.16 -6.59 0.309
H 0.99 11.15 -5.93 0.282
C -13.59 7.09 -1.99 -0.792
H -3.87 13.92 -11.29 0.302
H 0.69 15.13 -11.79 0.317
C -9.58 14.97 3.89 -1.419
H -7.49 13.83 2.62 0.275
```

Output
SMILES string = COC[C@H](C)N.COC[C@H](C)N.COC[C@H](C)N.COC[C@H](C)N.COC[C@H](C)N.COC[C@H](C)N.COC[C@H](C)N.OCCO
lowest unoccupied orbital energy = 0.17 eV
F_max = 0.0579 Eh/bohr
gap between HOMO and LUMO = 9.45 eV
HOMO energy = -9.3 eV
2S+1 = 1
charge = 0
ΔE to the lowest compared entry with this formula, charge and spin = 459.7 kJ/mol
total energy = -61306.084 eV